No. 1
39
Properties=species:S:1:pos:R:3:nbo_charge:R:1 method="wB97M-V/def2-TZVPD" smiles="C[C@H]1COC(=O)O1.C[C@H]1COC(=O)O1.C[C@H]1COC(=O)O1" spin_multiplicity=1 energy_ha=-1145.26978 homo_lumo_gap_ev=11.2 relative_energy_kcal_mol=2.6 homo_ha=-0.3917 total_charge=0
O -24.00228 -1.20389 -0.72991 -0.497
O -27.08272 -1.01379 -3.88489 -0.491
O -22.39747 1.18681 -2.77116 -0.512
O -27.12306 -3.02142 -2.89683 -0.494
O -24.33700 2.16642 -3.32619 -0.565
O -23.32484 0.72886 -4.73675 -0.499
O -21.84415 -1.34070 -0.24713 -0.495
O -22.69734 -2.62628 -1.88161 -0.602
O -29.06003 -1.97124 -3.38259 -0.570
C -21.46721 0.77180 0.88788 -0.629
C -22.36285 -0.43066 0.72699 0.070
C -23.45091 1.43339 -3.60030 0.974
C -23.77910 -0.14234 0.19382 -0.096
C -21.49943 -0.30795 -5.89800 -0.634
C -21.46490 0.33445 -3.42700 -0.098
C -27.87721 -1.99454 -3.38991 0.967
C -25.42043 -3.66462 -4.58670 -0.639
C -25.78609 -2.85317 -3.36892 0.053
C -22.26842 -0.25823 -4.60817 0.063
C -22.83989 -1.80962 -1.02993 0.983
C -25.72961 -1.34141 -3.55812 -0.095
H -24.52903 -0.14986 0.97838 0.206
H -20.59714 0.86588 -3.81266 0.186
H -23.83119 0.80604 -0.34800 0.204
H -25.45634 -4.74174 -4.39880 0.226
H -22.02621 1.56626 1.37960 0.225
H -24.36407 -3.49609 -4.81944 0.215
H -24.95861 -1.03986 -4.25511 0.200
H -21.10020 1.06077 -0.09819 0.230
H -25.52065 -0.93170 -2.56615 0.193
H -26.00717 -3.46500 -5.48500 0.217
H -20.86525 -1.19552 -5.96018 0.226
H -25.07543 -3.13397 -2.59187 0.212
H -22.70667 -1.23088 -4.38555 0.197
H -20.85632 0.55702 -6.06486 0.216
H -22.46074 -0.96776 1.67697 0.183
H -22.17153 -0.36471 -6.75720 0.237
H -21.17353 -0.44191 -2.72197 0.210
H -20.58953 0.54809 1.49287 0.225

No. 2
25
Properties=species:S:1:pos:R:3:nbo_charge:R:1 method="wB97M-V/def2-TZVPD" spin_multiplicity=1 energy_ha=-3727.63705 homo_lumo_gap_ev=4.4 relative_energy_kcal_mol=1.4 homo_ha=0.0076 total_charge=-2
Pt 0.13216 0.33068 0.46496 0.442
Te -2.74769 -0.08702 0.47346 0.555
Se -0.37583 -1.04005 2.34994 -1.102
S 0.11516 2.77256 -2.03888 1.243
F 6.23795 -0.23434 -0.15130 -0.376
O -0.99652 3.74921 -2.18547 -1.034
N 0.12964 1.76244 -0.99184 -1.066
C 2.10099 0.17541 0.29862 -0.126
C -2.89906 1.65184 1.70494 -0.894
C 2.71316 0.20608 -0.96114 -0.249
C 4.87330 -0.09989 -0.00146 0.340
C 2.94941 -0.00307 1.40182 -0.234
C 4.32904 -0.13623 1.26375 -0.319
C 4.09058 0.06611 -1.12194 -0.320
C -4.14387 0.90264 -0.92740 -0.972
H -2.07492 1.57882 2.40902 0.257
H -3.85704 1.67313 2.22546 0.187
H -4.60267 0.13795 -1.55661 0.191
H 4.97331 -0.27524 2.12472 0.198
H 2.50713 -0.05234 2.38837 0.233
H 4.55104 0.09245 -2.10316 0.198
H -3.60549 1.61737 -1.54979 0.223
H 2.09823 0.35296 -1.83891 0.217
H -4.92466 1.42006 -0.36633 0.191
H -2.78623 2.52510 1.06362 0.216

No. 3
56
Properties=species:S:1:pos:R:3:nbo_charge:R:1 method="wB97M-V/def2-TZVPD" spin_multiplicity=1 energy_ha=-1643.24434 homo_lumo_gap_ev=6.7 relative_energy_kcal_mol=0.0 homo_ha=-0.1599 total_charge=-1
S 0.87638 -0.07959 3.12678 -0.664
O 3.55280 1.50874 0.75712 -1.027
O -2.37881 -4.02738 -1.03422 -0.979
O -0.14256 -2.50534 -0.62419 -1.032
O 2.47504 -1.78148 -1.29765 -0.982
O 1.68806 3.71630 1.06985 -0.974
O 1.32649 1.65683 -2.80687 -1.026
O 0.25978 4.05163 -1.34443 -0.997
O 3.44183 -1.28925 1.12529 -1.015
O 1.32903 -2.82595 -3.49998 -0.957
O -3.40378 -3.69286 1.46801 -0.955
O -0.25177 -2.83367 2.01162 -1.065
O -1.98075 1.20569 3.76688 -0.748
O 3.77598 1.24731 -1.92704 -0.959
N -1.54312 0.83789 0.05075 -0.657
C -2.89418 0.73825 -0.48547 -0.213
C -2.99421 1.29236 -1.88717 -0.627
C -1.34001 0.63327 1.50268 -0.095
C -2.08518 1.61588 2.41316 -0.073
C 0.15801 0.76297 1.69506 -0.557
H 0.11555 -1.97245 2.38673 0.508
H 3.72767 1.07348 -0.97140 0.506
H 4.11421 2.17541 -1.92554 0.477
H 0.57484 1.09998 -3.12104 0.479
H -2.33575 -4.16944 -1.97784 0.469
H -1.03320 1.13726 3.97576 0.490
H -1.10057 -3.21273 2.31891 0.507
H -1.77287 -0.34116 1.73890 0.187
H -1.10913 1.71852 -0.23227 0.371
H 0.81006 -2.63092 -2.72670 0.482
H 1.55665 -2.01732 -1.01699 0.497
H -0.38939 -1.55694 -0.46568 0.499
H -1.87235 2.67952 2.24675 0.160
H -1.91100 -3.13872 -0.98366 0.499
H -4.00626 1.33024 -2.29429 0.211
H 3.02349 -1.74992 0.33962 0.497
H -2.42854 2.23178 -1.94432 0.224
H -0.04653 -2.83416 0.30804 0.531
H 2.06077 3.91719 1.93113 0.480
H 0.90464 4.09664 -0.62969 0.486
H 2.02722 2.86624 0.77968 0.499
H 2.82411 -2.57698 -1.75107 0.487
H -3.65088 1.29130 0.10520 0.164
H 0.46036 1.80379 1.83036 0.209
H 3.22622 1.59508 1.67249 0.494
H -2.42366 0.78185 -2.67999 0.196
H 2.86663 -1.53439 1.88206 0.500
H -3.07340 -0.35440 -0.37941 0.170
H -3.43885 -4.07361 0.59048 0.492
H 2.19546 1.24431 -2.59949 0.521
H -3.16990 1.45862 2.27118 0.159
H 0.54781 3.26595 -1.86890 0.493
H -3.29343 -2.78101 1.23003 0.459
H 1.77127 -2.00912 -3.73556 0.475
H 3.66574 0.51960 0.81426 0.521
H 0.71396 0.43492 0.80211 0.202

No. 4
10
Properties=species:S:1:pos:R:3:nbo_charge:R:1 method="wB97M-V/def2-TZVPD" s_squared=2.017 spin_multiplicity=3 energy_ha=-375.99894 homo_lumo_gap_ev="4.9 / 7.9" relative_energy_kcal_mol=27.7 homo_ha="-0.0214 / -0.1406" total_charge=-1
O 1.20154 2.68074 -0.67553 -0.694
O -3.22706 -0.37187 -0.57540 -0.617
N 0.21020 -0.56854 0.24452 -0.308
N 0.34330 0.76261 0.09489 -0.426
C -1.05748 -1.01273 0.48704 -0.401
C -2.16234 -0.68179 -0.14729 0.341
C 1.05981 1.45111 -0.76776 0.481
H -1.19826 -1.82488 1.20141 0.138
H -0.27249 1.26153 0.69340 0.371
H 1.61120 0.98969 -1.50263 0.116